Entry 1:
This record from the Open Molecules 2025 dataset describes a structure of composition C15H19MoN5O3. The level of theory is wB97M-V/def2-TZVPD.

```
43
C15H19MoN5O3 wB97M-V/def2-TZVPD
N 3.81 -0.75 0.68
C 4.08 -1.12 1.75
C 4.46 -1.57 3.08
H 5.55 -1.68 3.15
H 4.00 -2.54 3.31
H 4.13 -0.84 3.83
N -3.17 -1.70 0.32
C -4.20 -1.56 0.82
C -5.49 -1.38 1.43
H -5.79 -2.29 1.96
H -6.24 -1.15 0.65
H -5.45 -0.54 2.14
N 2.34 1.18 -2.91
C 1.88 1.79 -3.78
C 1.34 2.58 -4.88
H 0.60 3.29 -4.51
H 0.86 1.92 -5.62
H 2.15 3.13 -5.38
Mo -0.89 -1.89 -0.62
C -1.32 0.47 -0.96
O -1.64 1.56 -1.10
C -0.49 -0.84 1.53
O -0.42 -0.39 2.57
C 0.15 -3.73 -0.32
C 0.98 -2.80 -0.98
C 0.52 -2.18 -2.16
C -0.76 -2.50 -2.66
C -1.63 -3.35 -1.94
C -1.16 -3.97 -0.76
H 0.53 -4.21 0.58
H 1.94 -2.52 -0.56
H 1.13 -1.42 -2.65
H -1.09 -2.04 -3.59
H -2.65 -3.50 -2.27
H -1.83 -4.59 -0.17
N -0.70 4.09 2.27
C 0.32 3.43 1.61
N 1.43 4.24 1.42
O 0.22 2.30 1.15
H -0.47 4.88 2.86
H -1.43 3.48 2.62
H 2.26 3.75 1.12
H 1.55 5.04 2.02
```

Results
charge: +4
lowest unoccupied orbital energy (spin up / spin down): -17.32 / -17.10 eV
spin multiplicity: 3
orbital gap (spin up / spin down): 3.51 / 3.72 eV

Atomic partial charges in e from the Mulliken method, atoms 1 to 4: -0.470 0.443 -0.800 0.314

Entry 2:
This record from the Open Molecules 2025 dataset describes an isolated molecule of C4H5N3O. The level of theory is wB97M-V/def2-TZVPD.

```
13
C4H5N3O wB97M-V/def2-TZVPD
C -1.39 -0.51 -1.70
C 1.74 -0.24 0.24
C 1.22 0.28 1.48
C -0.21 0.85 1.39
H -2.30 -0.80 -1.13
H -1.56 0.33 -2.33
H -0.98 -1.39 -2.11
H 2.78 -0.52 0.21
H -0.59 1.33 2.39
N -0.38 -0.12 -0.60
N 0.82 -0.47 -0.70
N -0.99 0.61 0.41
O 1.84 0.64 2.46
```

Results
energy above the lowest of the compared OMol25 structures with the same formula, charge and spin: 83.29 kcal/mol
lowest unoccupied orbital energy: 0.53 eV
orbital gap: 9.53 eV
SMILES: Cn1ncc(=O)cn1

Atomic partial charges in e from the Mulliken method, atoms 1 to 4: -0.680 -0.327 0.501 -0.002

Entry 3:
This record from the Open Molecules 2025 dataset describes a cluster of 8 separate species, C27H67N3O8 in total. The level of theory is wB97M-V/def2-TZVPD.

```
105
C27H67N3O8 wB97M-V/def2-TZVPD
C 2.01 -1.38 -0.44
C 1.19 -1.75 -1.74
C 1.89 -3.04 -2.26
C 1.00 -3.85 -3.29
C -0.32 -4.13 -2.81
C -1.02 -2.87 -2.35
N -0.19 -2.08 -1.38
O -0.89 -1.00 -0.92
C -1.52 -2.10 -3.57
C -2.27 -3.29 -1.60
C 1.31 -0.61 -2.83
H 1.78 -1.93 0.47
H 1.96 -0.32 -0.20
H 3.06 -1.63 -0.59
H 2.72 -2.64 -2.83
H 2.38 -3.73 -1.57
H 1.44 -4.81 -3.55
H 0.90 -3.33 -4.24
H -0.32 -4.78 -1.92
H -0.88 -4.70 -3.55
H -2.34 -2.63 -4.05
H -2.06 -1.19 -3.30
H -0.74 -1.87 -4.31
H -2.10 -3.60 -0.57
H -2.96 -2.47 -1.40
H -2.93 -3.96 -2.15
H 2.36 -0.33 -2.83
H 0.76 0.30 -2.59
H 0.87 -0.86 -3.80
H -0.85 -0.45 -1.70
C -2.05 2.59 -4.33
C -1.64 3.31 -3.04
C -0.14 3.65 -3.00
C 0.23 4.87 -3.98
C -0.73 6.07 -3.75
C -2.31 5.72 -3.74
N -2.49 4.55 -2.82
O -3.79 4.31 -2.47
C -2.87 6.93 -2.96
C -2.94 5.51 -5.14
C -1.84 2.35 -1.80
H -1.71 1.56 -4.23
H -1.58 2.75 -5.30
H -3.12 2.57 -4.49
H 0.22 3.92 -2.01
H 0.48 2.87 -3.43
H 0.30 4.54 -5.02
H 1.23 5.24 -3.76
H -0.52 6.87 -4.46
H -0.40 6.49 -2.80
H -2.56 7.08 -1.93
H -2.63 7.89 -3.42
H -3.95 6.90 -2.83
H -3.93 5.08 -5.03
H -3.13 6.50 -5.56
H -2.48 4.84 -5.86
H -1.26 1.43 -1.80
H -2.84 1.96 -1.63
H -1.63 2.78 -0.81
H -4.12 3.89 -3.27
C 3.51 -3.29 7.07
C 3.10 -3.06 5.62
C 1.56 -3.22 5.60
C 0.79 -2.73 4.31
C 1.18 -1.29 3.97
C 2.75 -0.98 4.13
N 3.35 -1.61 5.35
O 4.70 -1.19 5.38
C 3.43 -1.44 2.79
C 2.80 0.54 4.26
C 3.69 -4.01 4.67
H 3.30 -4.27 7.49
H 2.86 -2.68 7.70
H 4.51 -2.99 7.40
H 1.35 -4.28 5.78
H 1.11 -2.78 6.49
H -0.30 -2.74 4.37
H 1.04 -3.36 3.46
H 0.61 -0.62 4.60
H 0.83 -1.01 2.97
H 3.24 -0.75 1.97
H 4.49 -1.54 3.02
H 3.08 -2.38 2.37
H 2.30 1.02 3.42
H 2.32 0.80 5.20
H 3.82 0.90 4.37
H 4.62 -3.66 4.22
H 3.19 -4.18 3.71
H 3.88 -4.97 5.15
H 4.55 -0.37 5.85
O -2.23 -1.68 1.40
H -2.35 -2.37 2.05
H -1.53 -2.00 0.83
O -0.48 0.72 1.63
H -0.54 -0.11 2.09
H -1.22 0.72 1.03
O -0.37 2.86 3.45
H -0.59 2.22 4.13
H -0.11 2.33 2.70
O -3.00 -0.37 3.45
H -3.55 -0.89 4.03
H -2.92 -0.90 2.66
O -4.28 -0.49 -0.09
H -3.53 -0.77 0.43
H -4.96 -1.14 0.11
```

Results
charge: -1
lowest unoccupied orbital energy (spin up / spin down): 2.15 / 2.11 eV
spin multiplicity: 2
orbital gap (spin up / spin down): 2.02 / 8.43 eV

Atomic partial charges in e from the Mulliken method, atoms 1 to 4: -2.758 2.310 -1.207 -0.790

Entry 4:
This record from the Open Molecules 2025 dataset describes a structure of composition C49H57N6O2S2SeTi. The level of theory is wB97M-V/def2-TZVPD.

```
118
C49H57N6O2S2SeTi wB97M-V/def2-TZVPD
Ti 0.20 0.71 -0.05
C 2.27 -2.95 -1.40
C 2.62 -3.66 -0.26
C 2.46 -3.07 0.97
C 1.91 -1.78 1.05
N 1.50 -1.13 -0.04
C 1.73 -1.70 -1.24
N 1.89 -1.22 2.31
C 1.64 0.01 2.54
N 1.15 1.02 1.70
C 1.12 2.22 2.45
N 0.79 3.41 2.14
C 0.25 3.81 0.93
C 0.02 5.19 0.81
C -0.61 5.68 -0.31
C -1.03 4.79 -1.29
C -0.76 3.45 -1.11
N -0.11 2.96 -0.03
C 1.56 1.91 3.83
C 1.69 2.74 4.93
C 2.10 2.15 6.11
C 2.40 0.78 6.18
C 2.28 -0.03 5.05
C 1.84 0.58 3.89
H 2.41 -3.35 -2.40
H 3.03 -4.66 -0.33
H 2.75 -3.55 1.89
H 1.47 -1.10 -2.11
H 0.34 5.82 1.62
H -0.80 6.74 -0.41
H -1.55 5.11 -2.18
H -1.07 2.74 -1.86
H 1.46 3.79 4.86
H 2.21 2.75 7.00
H 2.73 0.35 7.11
H 2.52 -1.08 5.08
C -7.20 1.84 -2.46
C -5.85 2.27 -3.06
C -5.80 3.80 -3.16
C -5.74 1.68 -4.47
C -4.71 1.80 -2.16
C -3.67 1.00 -2.61
C -2.64 0.67 -1.74
Se -1.14 -0.36 -2.32
C -0.17 0.96 -3.31
C -0.60 1.35 -4.57
C 0.07 2.38 -5.23
C 1.18 2.93 -4.60
C 1.67 2.55 -3.35
C 0.94 1.56 -2.70
O 1.24 1.13 -1.43
C 2.92 3.26 -2.81
C 3.44 2.73 -1.47
C 2.61 4.75 -2.63
C 4.05 3.09 -3.84
C -0.39 2.92 -6.58
C -0.80 4.39 -6.40
C 0.76 2.83 -7.59
C -1.58 2.15 -7.13
C -2.64 1.09 -0.42
O -1.55 0.77 0.32
C -3.68 1.85 0.09
C -4.68 2.20 -0.82
C -3.83 2.35 1.54
C -2.72 1.91 2.50
C -5.16 1.81 2.10
C -3.86 3.89 1.52
H -8.01 2.14 -3.12
H -7.37 2.31 -1.49
H -7.24 0.76 -2.33
H -6.60 4.17 -3.79
H -4.85 4.13 -3.59
H -5.90 4.27 -2.18
H -6.58 2.03 -5.07
H -5.76 0.59 -4.45
H -4.82 2.00 -4.97
H -3.64 0.64 -3.63
H -1.46 0.87 -5.01
H 1.71 3.73 -5.11
H 2.74 2.91 -0.65
H 4.36 3.26 -1.24
H 3.66 1.66 -1.50
H 1.79 4.90 -1.93
H 2.33 5.23 -3.57
H 3.49 5.26 -2.24
H 4.30 2.04 -3.97
H 4.94 3.62 -3.50
H 3.79 3.50 -4.82
H 0.03 5.00 -6.06
H -1.61 4.48 -5.68
H -1.14 4.81 -7.35
H 1.63 3.41 -7.28
H 0.43 3.21 -8.56
H 1.08 1.80 -7.72
H -2.46 2.24 -6.49
H -1.36 1.09 -7.26
H -1.86 2.55 -8.11
H -5.49 2.81 -0.46
H -2.61 0.83 2.54
H -3.00 2.26 3.50
H -1.76 2.35 2.26
H -5.13 0.72 2.16
H -6.01 2.10 1.48
H -5.32 2.21 3.10
H -2.96 4.28 1.04
H -3.88 4.26 2.55
H -4.73 4.28 1.01
S -1.37 -2.37 1.24
C -1.74 -2.06 2.83
N -0.87 -1.93 3.84
C -1.37 -1.45 5.11
C -2.86 -1.82 5.14
S -3.38 -1.89 3.40
H 0.12 -1.96 3.62
H -1.23 -0.37 5.19
H -0.83 -1.93 5.93
H -3.44 -1.06 5.66
H -3.03 -2.78 5.61
```

Results
charge: +1
lowest unoccupied orbital energy: -3.32 eV
orbital gap: 7.14 eV

Atomic partial charges in e from the Mulliken method, atoms 1 to 4: -1.005 -1.296 -0.519 -0.805

Entry 5:
This record from the Open Molecules 2025 dataset describes the ion C20H21F2 with charge +1. The level of theory is wB97M-V/def2-TZVPD.

```
43
C20H21F2 wB97M-V/def2-TZVPD
C -2.54 0.10 1.85
C -1.07 0.17 1.97
C -0.43 1.48 2.17
C 1.14 1.47 2.24
C 1.80 0.20 1.70
C 1.15 -1.05 2.29
C -0.36 -1.10 1.98
H -2.86 -0.95 1.83
H -3.05 0.57 2.71
H -2.95 0.56 0.94
H -0.78 1.78 3.18
H 1.56 2.35 1.74
H 1.39 1.59 3.30
H 1.72 0.20 0.61
H 2.87 0.23 1.94
H 1.64 -1.94 1.87
H 1.31 -1.08 3.38
H -0.87 -1.77 2.69
H -0.51 -1.57 0.98
F 2.49 5.99 1.64
C 1.20 5.58 1.91
C 0.48 6.22 2.91
C -0.84 5.81 3.14
C -1.34 4.67 2.50
C -0.52 3.95 1.61
C -0.98 2.54 1.22
C -0.73 2.14 -0.23
C -1.82 1.80 -1.05
C -1.64 1.16 -2.27
C -0.35 0.88 -2.73
C 0.72 1.31 -1.96
F 2.00 1.09 -2.41
C 0.56 1.98 -0.74
C 0.67 4.52 1.16
H 0.93 7.04 3.47
H -1.47 6.35 3.83
H -2.36 4.33 2.69
H -2.07 2.57 1.34
H -2.84 2.03 -0.70
H -2.51 0.88 -2.86
H -0.17 0.36 -3.67
H 1.45 2.35 -0.23
H 1.22 4.14 0.31
```

Results
energy above the lowest of the compared OMol25 structures with the same formula, charge and spin: 0.27 kcal/mol
charge: +1
lowest unoccupied orbital energy: -5.78 eV
orbital gap: 6.34 eV

Atomic partial charges in e from the Mulliken method, atoms 1 to 4: -1.593 0.835 0.653 -1.251

Entry 6:
This record from the Open Molecules 2025 dataset describes a structure of composition C16H20CuNO2P2. The level of theory is wB97M-V/def2-TZVPD.

```
42
C16H20CuNO2P2 wB97M-V/def2-TZVPD
Cu -0.89 -0.56 -0.62
C 2.01 -2.27 -1.02
P 1.40 -0.57 -0.81
C 2.33 0.39 -2.03
C 2.02 -0.07 0.83
C 3.31 0.42 1.02
C 3.76 0.75 2.29
C 2.92 0.59 3.39
C 1.64 0.11 3.21
C 1.18 -0.22 1.94
P -0.50 -0.86 1.65
C -0.56 -2.53 2.33
C -1.64 0.10 2.67
H 3.10 -2.28 -0.92
H 1.73 -2.65 -2.00
H 1.58 -2.92 -0.26
H 3.40 0.21 -1.94
H 2.13 1.45 -1.92
H 2.01 0.07 -3.03
H 3.98 0.54 0.18
H 4.76 1.13 2.43
H 3.28 0.85 4.38
H 0.99 -0.01 4.08
H -0.32 -2.51 3.40
H 0.15 -3.18 1.82
H -1.56 -2.94 2.20
H -1.42 -0.02 3.73
H -2.65 -0.27 2.47
H -1.59 1.15 2.40
O -4.73 -0.86 -1.10
C -3.56 -0.61 -1.12
O -2.63 -1.25 -0.46
C -3.03 0.54 -1.95
C -3.88 1.31 -2.73
C -3.34 2.36 -3.45
C -1.98 2.61 -3.37
C -1.20 1.79 -2.58
N -1.71 0.78 -1.88
H -4.93 1.07 -2.74
H -3.97 2.99 -4.07
H -1.52 3.42 -3.92
H -0.13 1.95 -2.50
```

Results
energy above the lowest of the compared OMol25 structures with the same formula, charge and spin: 2.68 kcal/mol
charge: +1
lowest unoccupied orbital energy (spin up / spin down): -2.88 / -4.35 eV
spin multiplicity: 2
orbital gap (spin up / spin down): 8.63 / 8.10 eV

Atomic partial charges in e from the Mulliken method, atoms 1 to 4: -0.609 -1.226 1.176 -1.324

Entry 7:
This record from the Open Molecules 2025 dataset describes a structure of composition C23H34CrGeN4Te. The level of theory is wB97M-V/def2-TZVPD.

```
64
C23H34CrGeN4Te wB97M-V/def2-TZVPD
Cr 0.78 -0.56 -0.05
C 1.77 -4.84 2.06
C 1.01 -3.75 1.32
C -0.40 -4.09 0.92
C -0.84 -5.40 0.81
C -2.10 -5.70 0.30
C -2.91 -4.67 -0.14
C -2.52 -3.34 -0.03
C -3.38 -2.28 -0.69
C -4.73 -2.05 -0.02
C -1.29 -3.05 0.57
N -0.90 -1.70 0.79
C -1.72 -0.95 1.45
C -1.47 0.45 1.57
C -2.17 1.48 2.21
C -1.47 2.66 1.91
C -0.37 2.26 1.10
N -0.38 0.94 0.90
H 2.74 -4.45 2.38
H 1.97 -5.71 1.42
H 1.23 -5.19 2.95
H 1.52 -3.48 0.39
H 1.01 -2.83 1.90
H -0.18 -6.21 1.09
H -2.42 -6.73 0.21
H -3.87 -4.90 -0.61
H -3.54 -2.60 -1.72
H -2.83 -1.34 -0.76
H -5.30 -2.98 0.06
H -5.33 -1.34 -0.58
H -4.62 -1.66 1.00
H -2.62 -1.37 1.90
H -3.08 1.38 2.78
H -1.71 3.67 2.20
H 0.40 2.89 0.67
C 0.17 1.95 4.87
N 0.58 0.65 4.38
C 0.20 -0.57 4.87
C 0.78 -1.49 4.05
N 1.49 -0.87 3.05
C 1.34 0.41 3.29
H -0.87 1.93 5.16
H 0.26 2.67 4.06
H 0.78 2.26 5.72
H -0.45 -0.66 5.72
H 0.69 -2.57 4.10
H 1.73 1.21 2.67
C 2.87 3.90 -1.32
Ge 2.30 2.04 -1.77
C 0.55 2.29 -2.64
C 3.54 1.43 -3.18
C 2.37 0.89 -0.23
H 2.82 4.57 -2.19
H 3.89 3.91 -0.93
H 2.21 4.31 -0.54
H 0.66 2.96 -3.50
H -0.19 2.71 -1.95
H 0.19 1.31 -2.97
H 3.50 2.06 -4.07
H 3.25 0.41 -3.44
H 4.56 1.42 -2.80
H 2.42 1.53 0.67
H 3.32 0.36 -0.31
Te 1.10 -1.96 -2.28
```

Results
energy above the lowest of the compared OMol25 structures with the same formula, charge and spin: 0.00 kcal/mol
charge: -2
lowest unoccupied orbital energy (spin up / spin down): 4.45 / 4.45 eV
spin multiplicity: 5
orbital gap (spin up / spin down): 3.46 / 3.71 eV

Atomic partial charges in e from the Mulliken method, atoms 1 to 4: 0.562 -1.966 0.849 1.053

Entry 8:
This record from the Open Molecules 2025 dataset describes an isolated molecule of C4H8BrI. The level of theory is wB97M-V/def2-TZVPD.

```
14
C4H8BrI wB97M-V/def2-TZVPD
C 0.77 1.36 0.38
C -0.03 -1.37 -1.00
C -0.54 0.56 0.78
C -0.50 -0.92 0.50
Br -2.16 1.43 -0.10
I 0.87 -1.87 1.79
H 0.90 1.62 -0.59
H 1.57 0.73 0.69
H 0.75 2.31 0.97
H -0.09 -0.58 -1.75
H 0.93 -1.85 -1.02
H -0.76 -2.12 -1.29
H -0.78 0.83 1.81
H -1.47 -1.46 0.71
```

Results
energy above the lowest of the compared OMol25 structures with the same formula, charge and spin: 0.00 kcal/mol
lowest unoccupied orbital energy: 0.32 eV
orbital gap: 9.93 eV
SMILES: C[C@@H](Br)[C@@H](C)I

Atomic partial charges in e from the Mulliken method, atoms 1 to 4: -1.076 -1.030 -0.284 -0.483

Number 1: energy -1148.8779 hartree. Number 2: energy -394.8348 hartree. Number 3: energy -1834.8911 hartree. Number 4: energy -6427.7347 hartree. Number 5: energy -974.1454 hartree. Number 6: energy -3149.9682 hartree. Number 7: energy -4505.2503 hartree. Number 8: energy -3028.8982 hartree.